(1)
Formula: C5H11N2
Source: OMol25
Level of theory: ωB97M-V/def2-TZVPD

The value obtained for the HOMO energy is -13.2 eV. Its energy above the lowest of the compared OMol25 structures with the same formula, charge and spin is 85.8 kcal/mol. As for the total charge: +1. As for the structure (SMILES): C=CN1C[C@H]1[NH2+]C. The LUMO energy is -3.2 eV. As for the molar mass: 99.16 u. As for the largest force on an atom: 0.08956 hartree/bohr.

Cartesian coordinates (Å):
C: -2.236 -0.693 -1.189
C: -2.077 -0.419 0.054
C: -0.292 0.991 1.820
C: 0.302 0.888 0.372
C: 1.761 -0.592 -0.974
N: -0.707 -0.040 0.720
N: 1.644 0.171 0.229
H: -3.094 -1.124 -1.842
H: -1.374 -0.361 -1.824
H: -2.779 -0.594 0.829
H: 0.125 0.427 2.750
H: -0.830 1.883 2.018
H: 0.235 1.637 -0.484
H: 0.818 -1.281 -0.890
H: 1.743 -0.050 -1.889
H: 2.633 -1.270 -0.939
H: 2.371 0.962 0.280
H: 1.757 -0.535 0.958

Results of the natural (NBO) charge analysis, in e, for atoms 1 through 5: -0.427, -0.001, -0.229, 0.063, -0.448


(2)
Formula: C5H11N2
Source: OMol25
Level of theory: ωB97M-V/def2-TZVPD

The value obtained for the HOMO energy is -13.8 eV. Its energy above the lowest of the compared OMol25 structures with the same formula, charge and spin is 42.5 kcal/mol. As for the total charge: +1. As for the structure (SMILES): C=C[C@H](C)/[NH+]=C/N. The LUMO energy is -3.4 eV. As for the molar mass: 99.16 u. As for the largest force on an atom: 0.10060 hartree/bohr.

Cartesian coordinates (Å):
C: -2.487 -0.834 -0.520
C: -1.331 -0.618 -1.048
C: 1.120 -0.478 1.521
C: 0.094 1.568 -1.186
C: -0.396 0.584 -0.152
N: 2.240 -1.088 1.950
N: 0.792 -0.146 0.326
H: -3.063 -1.745 -0.781
H: -2.884 -0.120 0.244
H: -0.898 -1.170 -1.856
H: 0.359 -0.227 2.430
H: -0.767 1.895 -1.828
H: 0.603 1.111 -2.017
H: 0.707 2.309 -0.817
H: -1.038 1.039 0.637
H: 2.390 -1.296 2.915
H: 2.929 -1.524 1.328
H: 1.573 -0.338 -0.252

Results of the natural (NBO) charge analysis, in e, for atoms 1 through 5: -0.375, -0.193, 0.406, -0.647, -0.057


(3)
Formula: C5H11N2
Source: OMol25
Level of theory: ωB97M-V/def2-TZVPD

The value obtained for the HOMO energy is -15.2 eV. Its energy above the lowest of the compared OMol25 structures with the same formula, charge and spin is 107.0 kcal/mol. As for the total charge: +1. As for the structure (SMILES): C=[N+]=NCC(C)C. The LUMO energy is -5.6 eV. As for the molar mass: 99.16 u. As for the largest force on an atom: 0.08397 hartree/bohr.

Cartesian coordinates (Å):
C: -3.118 0.295 -0.508
C: 1.452 -0.808 -1.034
C: 1.033 1.330 0.320
C: -0.065 -0.802 1.041
C: 1.163 -0.223 0.316
N: -1.099 -0.872 0.146
N: -2.066 -0.277 -0.147
H: -4.093 0.195 -0.010
H: -2.905 1.313 -0.842
H: 0.557 -0.491 -1.661
H: 2.513 -0.526 -1.390
H: 1.488 -1.956 -1.088
H: 0.118 1.507 -0.111
H: 1.812 1.660 -0.420
H: 0.973 1.850 1.258
H: 0.312 -1.705 1.385
H: -0.213 -0.063 1.787
H: 2.137 -0.425 0.957

Results of the natural (NBO) charge analysis, in e, for atoms 1 through 5: -0.158, -0.640, -0.612, -0.308, -0.179


(4)
Formula: C5H11N2
Source: OMol25
Level of theory: ωB97M-V/def2-TZVPD

The value obtained for the HOMO energy is -13.5 eV. Its energy above the lowest of the compared OMol25 structures with the same formula, charge and spin is 123.8 kcal/mol. As for the total charge: +1. The LUMO energy is -4.0 eV. As for the molar mass: 99.16 u. As for the largest force on an atom: 0.09906 hartree/bohr.

Cartesian coordinates (Å):
C: -1.321 1.013 -0.927
C: 1.032 -0.105 0.447
C: 0.000 0.761 -0.165
C: 2.235 -0.490 -0.448
C: -2.284 -0.908 0.220
N: -1.858 0.464 0.301
N: 0.840 1.355 0.849
H: -1.595 2.070 -0.994
H: -1.316 0.577 -1.907
H: 0.985 -0.752 1.321
H: 1.844 -1.419 -0.932
H: 2.910 -0.931 0.315
H: 2.629 0.322 -1.078
H: -2.134 -1.217 -0.823
H: -1.548 -1.392 0.856
H: -3.347 -1.095 0.397
H: 0.722 1.695 1.816
H: 1.586 1.867 0.346

Results of the natural (NBO) charge analysis, in e, for atoms 1 through 5: -0.235, -0.039, 0.166, -0.637, -0.463


(5)
Formula: C5H11N2
Source: OMol25
Level of theory: ωB97M-V/def2-TZVPD

The value obtained for the HOMO energy is -12.8 eV. Its energy above the lowest of the compared OMol25 structures with the same formula, charge and spin is 47.4 kcal/mol. As for the total charge: +1. As for the structure (SMILES): C=N/C=C/CC[NH3+]. The LUMO energy is -3.5 eV. As for the molar mass: 99.16 u. As for the largest force on an atom: 0.04108 hartree/bohr.

Cartesian coordinates (Å):
C: 1.870 -0.639 0.927
C: 0.531 -1.321 0.699
C: -0.541 -0.269 0.691
C: -1.322 0.013 -0.364
N: -1.887 1.262 -0.602
C: -2.862 1.294 -1.410
N: 1.973 0.555 -0.031
H: 2.761 -1.240 0.774
H: 1.874 -0.146 1.897
H: 0.349 -2.008 1.527
H: 0.469 -1.835 -0.262
H: -0.800 0.183 1.647
H: -1.651 -0.764 -1.068
H: -3.049 0.444 -2.083
H: -3.566 2.107 -1.530
H: 2.813 1.115 0.097
H: 1.927 0.141 -0.964
H: 1.110 1.110 0.054

Results of the natural (NBO) charge analysis, in e, for atoms 1 through 5: -0.197, -0.466, -0.291, -0.001, -0.457


(6)
Formula: C5H11N2
Source: OMol25
Level of theory: ωB97M-V/def2-TZVPD

The value obtained for the HOMO energy is -15.4 eV. Its energy above the lowest of the compared OMol25 structures with the same formula, charge and spin is 81.1 kcal/mol. As for the total charge: +1. As for the structure (SMILES): C=[N+](CC)/N=C/C. The LUMO energy is -4.7 eV. As for the molar mass: 99.16 u. As for the largest force on an atom: 0.12056 hartree/bohr.

Cartesian coordinates (Å):
C: -0.768 -1.397 1.037
C: 1.614 -0.405 -0.554
C: 3.116 0.040 -0.645
C: -2.745 0.343 -0.550
C: -1.271 0.689 -0.165
N: 0.986 0.111 0.425
N: -0.566 -0.306 0.443
H: -0.111 -1.929 1.751
H: -1.765 -1.829 1.158
H: 1.087 -0.935 -1.342
H: 3.477 0.780 0.121
H: 3.790 -0.827 -0.278
H: 3.267 0.341 -1.664
H: -3.306 1.167 -0.851
H: -2.780 -0.534 -1.225
H: -3.133 0.020 0.345
H: -1.290 1.499 0.509
H: -0.823 0.815 -1.146

Results of the natural (NBO) charge analysis, in e, for atoms 1 through 5: 0.068, 0.139, -0.666, -0.597, -0.251


(7)
Formula: C5H11N2O
Source: OMol25
Level of theory: ωB97M-V/def2-TZVPD

The value obtained for the HOMO energy is -2.3 eV. Its energy above the lowest of the compared OMol25 structures with the same formula, charge and spin is 38.9 kcal/mol. As for the total charge: -1. As for the structure (SMILES): N/C=N\CCCC[O-]. The LUMO energy is 3.7 eV. As for the molar mass: 115.16 u. As for the largest force on an atom: 0.10685 hartree/bohr.

Cartesian coordinates (Å):
C: 1.868 -0.047 0.258
O: 2.817 0.253 1.168
C: 0.901 -1.034 1.067
C: -0.467 -1.414 0.593
C: -1.388 -0.080 0.714
N: -0.575 1.635 -1.655
C: -1.521 0.678 -1.544
N: -2.037 -0.050 -0.617
H: 1.255 0.783 -0.045
H: 2.326 -0.535 -0.679
H: 0.889 -0.512 2.105
H: 1.508 -1.944 1.245
H: -0.526 -1.591 -0.469
H: -0.848 -2.198 1.324
H: -0.852 0.780 1.179
H: -2.297 -0.337 1.289
H: 0.050 1.539 -0.783
H: -0.252 1.846 -2.542
H: -1.864 0.429 -2.589

Results of the natural (NBO) charge analysis, in e, for atoms 1 through 5: 0.006, -0.964, -0.451, -0.410, -0.278


(8)
Formula: C5H11N2O
Source: OMol25
Level of theory: ωB97M-V/def2-TZVPD

The value obtained for the HOMO energy (spin up / spin down) is 3.8 / 0.3 eV. Its energy above the lowest of the compared OMol25 structures with the same formula, charge and spin is 6.7 kcal/mol. As for the total charge: -2. The LUMO energy (spin up / spin down) is 7.0 / 6.9 eV. As for the molar mass: 115.16 u. The multiplicity is 2. As for the largest force on an atom: 0.03854 hartree/bohr.

Cartesian coordinates (Å):
C: 1.589 -1.664 -1.109
O: 1.670 -2.757 -0.314
C: 0.137 -1.196 -1.337
C: -0.245 0.276 -1.005
C: 0.416 0.970 0.189
N: -2.233 0.820 2.720
C: -1.388 0.590 1.775
N: -0.478 1.426 1.243
H: 2.077 -1.802 -2.113
H: 2.158 -0.800 -0.699
H: -0.164 -1.285 -2.391
H: -0.536 -1.870 -0.805
H: -0.135 0.913 -1.884
H: -1.313 0.257 -0.767
H: 1.345 0.566 0.594
H: 0.874 1.875 -0.221
H: -2.220 1.794 3.013
H: -1.376 -0.387 1.387
H: -0.180 2.275 1.722

Results of the natural (NBO) charge analysis, in e, for atoms 1 through 5: -0.022, -0.986, -0.426, -0.430, -0.563


(9)
Formula: C5H11N2O
Source: OMol25
Level of theory: ωB97M-V/def2-TZVPD

The value obtained for the HOMO energy (spin up / spin down) is -15.1 / -15.1 eV. Its energy above the lowest of the compared OMol25 structures with the same formula, charge and spin is 163.8 kcal/mol. As for the total charge: +1. As for the structure (SMILES): CC(C)(CC[O-])[N+]#[NH+]. The LUMO energy (spin up / spin down) is -6.5 / -6.5 eV. As for the molar mass: 115.16 u. As for the largest force on an atom: 0.15304 hartree/bohr.

Cartesian coordinates (Å):
C: 0.295 -1.071 -0.672
C: 1.624 -1.167 0.013
C: -0.299 0.319 -0.039
C: -0.789 -0.191 1.437
C: -1.529 0.678 -0.904
N: 0.764 2.374 -0.212
N: 0.637 1.240 0.019
O: 2.182 0.124 0.180
H: 0.547 -1.192 -1.787
H: -0.457 -1.813 -0.422
H: 1.341 -1.520 0.995
H: 2.263 -1.828 -0.531
H: -0.659 -1.247 1.517
H: -1.873 -0.076 1.601
H: -0.211 0.222 2.207
H: -2.018 1.543 -0.477
H: -2.299 -0.115 -0.964
H: -1.119 0.890 -1.895
H: 1.600 2.832 -0.066

Results of the natural (NBO) charge analysis, in e, for atoms 1 through 5: -0.347, -0.134, 0.015, -0.567, -0.587


(10)
Formula: C5H11N2O
Source: OMol25
Level of theory: ωB97M-V/def2-TZVPD

The value obtained for the HOMO energy is -13.8 eV. Its energy above the lowest of the compared OMol25 structures with the same formula, charge and spin is 45.9 kcal/mol. As for the total charge: +1. The LUMO energy is -3.5 eV. As for the molar mass: 115.16 u. As for the largest force on an atom: 0.08035 hartree/bohr.

Cartesian coordinates (Å):
C: -2.925 -0.532 -0.284
C: -2.249 -0.010 1.066
C: -0.770 -0.155 0.913
C: -0.113 0.615 -0.016
N: 1.176 -0.030 -0.262
C: 1.332 -1.101 0.559
N: 0.042 -1.236 1.128
H: -2.115 -0.835 -0.972
H: -3.594 -1.275 0.105
H: -3.529 0.040 -1.017
H: -2.611 -0.581 1.830
H: -2.447 1.008 1.397
H: -0.422 1.471 -0.640
H: 1.960 0.388 -0.807
H: 2.171 -1.902 0.776
H: -0.363 -1.877 1.695
H: 3.631 2.438 -1.652
H: 2.460 2.463 -2.644
O: 3.086 1.829 -2.195

Results of the natural (NBO) charge analysis, in e, for atoms 1 through 5: -0.622, -0.441, 0.177, -0.066, -0.471


(11)
Formula: C5H11N2O
Source: OMol25
Level of theory: ωB97M-V/def2-TZVPD

The value obtained for the HOMO energy is -11.9 eV. Its energy above the lowest of the compared OMol25 structures with the same formula, charge and spin is 122.4 kcal/mol. As for the total charge: +1. The LUMO energy is -4.4 eV. As for the molar mass: 115.16 u. As for the largest force on an atom: 0.06207 hartree/bohr.

Cartesian coordinates (Å):
C: 2.071 2.329 0.988
C: 1.031 0.111 1.497
C: -1.587 0.663 -0.860
C: -1.508 -1.760 -0.518
C: 0.441 -0.554 -1.240
N: 1.669 1.141 1.301
N: -0.789 -0.573 -0.961
O: 1.409 -0.866 2.313
H: 1.857 3.160 1.629
H: 2.676 2.423 0.112
H: -2.455 0.501 -1.526
H: -1.799 0.719 0.293
H: -0.788 1.366 -1.091
H: -2.357 -1.969 -1.298
H: -0.751 -2.533 -0.561
H: -1.996 -1.457 0.487
H: 1.067 -1.371 -1.198
H: 1.010 0.361 -1.521
H: 0.798 -1.692 2.155

Results of the natural (NBO) charge analysis, in e, for atoms 1 through 5: -0.116, 0.278, -0.417, -0.433, 0.101


(12)
Formula: C5H11N2O2
Source: OMol25
Level of theory: ωB97M-V/def2-TZVPD

The value obtained for the HOMO energy is -3.6 eV. Its energy above the lowest of the compared OMol25 structures with the same formula, charge and spin is 80.7 kcal/mol. As for the total charge: -1. The LUMO energy is 3.6 eV. As for the molar mass: 131.16 u. As for the largest force on an atom: 0.04976 hartree/bohr.

Cartesian coordinates (Å):
C: -0.129 2.055 0.134
C: -1.477 -0.055 0.028
C: 1.080 -1.386 1.301
C: -0.152 0.596 0.340
C: 1.051 -0.077 0.554
N: 2.258 0.662 0.531
N: 3.298 0.110 0.029
O: 3.343 -1.076 -0.300
O: 4.360 0.833 -0.047
H: -0.762 2.338 -0.695
H: 0.944 2.332 0.064
H: -0.659 2.646 0.880
H: -1.865 0.283 -0.976
H: -2.288 0.272 0.640
H: -1.611 -1.138 -0.165
H: 1.682 -2.267 0.905
H: 1.566 -1.083 2.250
H: 0.040 -1.691 1.417
H: 1.834 0.322 -2.059
H: 2.334 -0.286 -2.104

Results of the natural (NBO) charge analysis, in e, for atoms 1 through 5: -0.655, -0.635, -0.666, -0.095, 0.205


(13)
Formula: C5H11N2O2
Source: OMol25
Level of theory: ωB97M-V/def2-TZVPD

The value obtained for the HOMO energy is -12.8 eV. Its energy above the lowest of the compared OMol25 structures with the same formula, charge and spin is 194.0 kcal/mol. As for the total charge: +1. The LUMO energy is -4.0 eV. As for the molar mass: 131.16 u. As for the largest force on an atom: 0.13257 hartree/bohr.

Cartesian coordinates (Å):
C: -1.557 0.532 -0.116
C: 0.662 0.287 -0.167
C: -2.121 1.815 0.073
C: 1.199 1.305 -0.666
C: 2.673 -1.133 0.167
N: -2.200 -0.553 -0.067
N: 1.229 -0.979 0.371
O: -3.372 -0.735 0.111
O: -1.381 -1.769 -0.188
H: -1.629 2.391 0.851
H: -2.064 2.559 -0.714
H: -3.057 1.715 0.566
H: -1.933 -2.548 -0.066
H: 2.319 1.397 -0.754
H: 0.607 2.132 -1.248
H: 2.933 -1.243 -0.804
H: 3.260 -0.416 0.751
H: 2.956 -1.981 0.666
H: 0.804 -1.065 1.354
H: 0.673 -1.712 -0.121

Results of the natural (NBO) charge analysis, in e, for atoms 1 through 5: 0.285, 0.153, -0.754, -0.447, -0.421